1.
Molecular formula: C3H11N4
Method: DFT, ωB97M-V/def2-TZVPD

* orbital gap: 10.705 eV
* LUMO energy: -3.064 eV
* E_HOMO: -13.8 eV
* ΔE to the lowest compared entry with this formula, charge and spin: 436.7 kJ/mol
* net charge: +1

Atoms and positions in Å:
C: 0.116 -1.010 1.516
C: 0.149 -1.612 -1.224
C: 1.399 -0.759 1.485
N: 0.909 -2.630 -1.156
N: -1.505 0.156 -1.525
N: -0.610 -0.792 -1.546
N: -0.860 2.524 -0.296
H: -0.371 -1.877 1.429
H: 1.961 -1.656 1.337
H: -0.925 2.953 0.620
H: 1.790 0.294 1.314
H: 0.436 -3.364 -0.692
H: 1.762 -2.534 -1.671
H: -0.540 -0.205 1.436
H: -2.084 0.301 -2.355
H: -1.774 2.760 -0.673
H: -0.220 3.076 -0.857
H: -1.079 0.994 -1.002

=====

2.
Molecular formula: H2N2O2S
Method: DFT, ωB97M-V/def2-TZVPD

* orbital gap (spin up / spin down): 10.189 / 7.168 eV
* LUMO energy (spin up / spin down): -1.160 / -3.448 eV
* spin multiplicity: 3
* E_HOMO (spin up / spin down): -11.3 / -10.6 eV
* ΔE to the lowest compared entry with this formula, charge and spin: 245.2 kJ/mol
* net charge: 0

Atoms and positions in Å:
N: 0.908 1.026 0.159
N: -1.807 0.232 -1.016
O: 2.578 -0.736 0.713
O: 0.210 -1.383 0.874
S: 1.202 -0.363 0.671
H: -1.656 1.312 -1.283
H: -1.436 -0.088 -0.119

=====

3.
Molecular formula: C55H52BiClN2O3P2SSi
Method: DFT, ωB97M-V/def2-TZVPD

* orbital gap: 7.856 eV
* LUMO energy: -0.016 eV
* E_HOMO: -7.9 eV
* ΔE to the lowest compared entry with this formula, charge and spin: 13.6 kJ/mol
* net charge: 0

Atoms and positions in Å:
Bi: 0.502 -0.424 0.132
C: -2.496 -2.554 0.767
Si: -2.056 -1.017 -0.067
C: -3.462 0.184 0.323
C: -4.326 -0.278 1.306
C: -5.444 0.419 1.799
C: -5.754 1.637 1.253
C: -4.838 2.202 0.347
C: -3.736 1.511 -0.194
P: -2.840 2.698 -1.263
C: -1.800 1.736 -2.527
C: -2.275 1.317 -3.763
C: -1.457 0.822 -4.787
C: -0.141 0.603 -4.475
C: 0.434 1.060 -3.248
C: -0.410 1.651 -2.329
C: -4.144 3.224 -2.481
C: -5.313 2.519 -2.807
C: -6.149 3.011 -3.808
C: -5.800 4.074 -4.610
C: -4.624 4.734 -4.284
C: -3.882 4.352 -3.190
C: -2.167 -1.624 -1.864
C: -3.395 -1.504 -2.506
C: -3.655 -2.115 -3.707
C: -2.650 -2.940 -4.260
C: -1.426 -3.071 -3.586
C: -1.159 -2.435 -2.404
P: 0.431 -2.555 -1.447
C: 0.634 -4.153 -0.644
C: 1.593 -4.350 0.326
C: 1.789 -5.582 0.991
C: 0.945 -6.643 0.722
C: -0.035 -6.483 -0.237
C: -0.154 -5.258 -0.920
C: 1.875 -2.335 -2.529
C: 3.120 -2.230 -1.870
C: 4.351 -2.140 -2.504
C: 4.320 -1.983 -3.879
C: 3.073 -1.976 -4.567
C: 1.851 -2.125 -3.907
H: -3.510 -2.922 0.683
H: -2.295 -2.496 1.864
H: -1.797 -3.295 0.433
H: -4.078 -1.202 1.794
H: -6.147 0.017 2.585
H: -6.616 2.191 1.524
H: -5.147 3.174 0.022
H: -3.345 1.403 -3.970
H: -1.799 0.559 -5.785
H: 0.534 0.196 -5.174
H: 1.523 1.024 -3.122
H: 0.046 2.161 -1.470
H: -5.650 1.599 -2.272
H: -7.090 2.502 -3.908
H: -6.478 4.391 -5.419
H: -4.279 5.545 -4.882
H: -2.966 4.905 -2.996
H: -4.082 -0.777 -2.162
H: -4.506 -1.938 -4.295
H: -2.807 -3.345 -5.247
H: -0.618 -3.595 -4.049
H: 2.330 -3.596 0.557
H: 2.566 -5.682 1.672
H: 1.151 -7.641 1.159
H: -0.626 -7.255 -0.643
H: -0.890 -5.226 -1.712
H: 3.113 -2.174 -0.821
H: 5.156 -2.088 -1.818
H: 5.194 -1.857 -4.511
H: 3.070 -1.823 -5.666
H: 0.912 -2.013 -4.450
N: 4.145 2.440 5.602
C: 4.530 1.401 4.702
C: 4.888 1.686 3.430
C: 5.204 0.677 2.520
C: 5.067 -0.667 2.887
C: 4.670 -0.966 4.184
C: 4.397 0.078 5.060
S: 5.217 -1.908 1.622
O: 5.822 -3.107 2.142
O: 6.045 -1.303 0.591
O: 3.808 -2.043 1.232
H: 4.897 3.169 5.597
H: 3.945 2.142 6.512
H: 5.051 2.759 3.184
H: 5.594 0.829 1.523
H: 4.619 -1.954 4.539
H: 4.147 -0.183 6.060
C: 0.783 5.178 0.485
C: 1.288 4.238 1.541
C: 1.325 4.810 2.987
C: 2.683 3.742 1.128
C: 0.458 3.034 1.564
N: -0.232 2.107 1.484
H: 1.443 6.096 0.445
H: -0.284 5.392 0.570
H: 0.818 4.661 -0.491
H: 2.040 5.624 2.874
H: 1.814 4.120 3.649
H: 0.385 5.105 3.455
H: 3.319 4.647 0.920
H: 2.732 3.148 0.184
H: 3.121 3.189 1.969
Cl: -0.930 -3.254 4.041
C: -0.254 -1.630 4.074
C: -0.606 -0.914 5.192
C: -0.029 0.358 5.363
C: 0.932 0.831 4.455
C: 1.280 0.028 3.366
C: 0.607 -1.151 3.109
C: 0.835 -1.853 1.859
H: -1.253 -1.341 5.963
H: -0.295 0.922 6.252
H: 1.512 1.720 4.760
H: 2.104 0.290 2.668
H: 0.264 -2.763 1.752
H: 1.896 -2.105 1.770

=====

4.
Molecular formula: C5H25NO10
Method: DFT, ωB97M-V/def2-TZVPD

* orbital gap (spin up / spin down): 2.454 / 9.207 eV
* LUMO energy (spin up / spin down): 2.627 / 2.503 eV
* spin multiplicity: 2
* E_HOMO (spin up / spin down): 0.2 / -6.7 eV
* net charge: -1

Atoms and positions in Å:
C: 2.960 -1.072 -1.586
C: 2.009 0.113 -0.866
N: 0.648 0.065 -1.036
C: -1.352 -1.473 -1.028
C: -0.012 -1.107 -1.640
C: -0.010 -0.864 -3.146
O: 0.201 0.174 -3.704
O: 2.509 1.194 -0.603
H: 3.747 -1.106 -0.896
H: 3.470 -0.484 -2.357
H: 2.353 -1.877 -1.570
H: 0.020 0.614 -0.399
H: -1.689 -2.446 -1.314
H: -1.469 -1.189 0.030
H: -2.250 -0.907 -1.361
H: 0.676 -1.994 -1.701
H: -0.534 -1.662 -3.726
H: 1.780 -2.255 1.495
H: 2.418 -3.350 0.540
O: 2.620 -2.464 1.006
H: -1.937 3.774 0.783
H: -0.898 3.100 1.556
O: -1.860 3.090 1.496
H: -1.298 2.539 -2.822
H: 0.171 1.951 -2.737
O: -0.532 2.440 -2.266
H: -2.748 -1.024 1.417
H: -3.055 -2.395 2.166
O: -3.318 -1.826 1.438
H: -3.268 1.305 1.803
H: -1.985 1.163 0.995
O: -2.714 0.661 1.327
H: 1.515 0.380 2.945
H: 0.640 1.591 3.035
O: 1.301 1.119 3.546
H: 0.986 3.716 -0.644
H: -0.128 2.850 0.225
O: 0.453 3.588 0.156
H: 0.291 -1.306 3.592
H: 0.296 -2.771 3.017
O: -0.009 -1.857 2.836

=====

5.
Molecular formula: C2H7NO2
Method: DFT, ωB97M-V/def2-TZVPD

* orbital gap: 9.505 eV
* LUMO energy: -0.014 eV
* E_HOMO: -9.5 eV
* ΔE to the lowest compared entry with this formula, charge and spin: 298.6 kJ/mol
* net charge: 0
* structure (SMILES): C=O.NCO

Atoms and positions in Å:
C: 3.508 2.331 0.690
O: 2.631 1.558 0.119
H: 4.525 2.582 0.221
H: 3.353 2.407 1.775
N: -3.082 -1.553 -0.089
C: -1.993 -0.695 -0.427
O: -0.769 -1.434 -0.237
H: -2.730 -2.261 0.552
H: -3.343 -1.977 -0.944
H: -1.988 0.266 0.275
H: -2.111 -0.230 -1.480
H: -0.111 -0.729 -0.399

=====

6.
Molecular formula: C4H10N2O2
Method: DFT, ωB97M-V/def2-TZVPD

* orbital gap: 9.223 eV
* LUMO energy: 0.693 eV
* E_HOMO: -8.5 eV
* ΔE to the lowest compared entry with this formula, charge and spin: 454.7 kJ/mol
* net charge: 0
* structure (SMILES): CNC/C(=N\O)OC

Atoms and positions in Å:
C: 2.505 1.009 -1.151
N: 1.597 0.380 -0.138
C: 0.322 -0.083 -0.630
C: -0.717 -0.447 0.341
N: -0.480 -1.157 1.347
O: 0.824 -1.331 1.684
O: -2.033 -0.335 -0.047
C: -3.152 -0.401 0.870
H: 2.094 1.844 -1.755
H: 3.388 1.269 -0.622
H: 2.720 0.248 -1.883
H: 1.352 1.209 0.410
H: 0.519 -0.968 -1.251
H: -0.112 0.643 -1.332
H: 1.338 -0.749 0.999
H: -4.069 -0.408 0.271
H: -3.013 -1.282 1.497
H: -3.081 0.562 1.388

=====

Sequential F_max output: 4.0; 3.4; 3.1; 6.3; 6.2; 3.3 eV Å⁻¹
Sequential DFT total energy output: -339.5534; -659.1523; -4507.4232; -1012.5576; -285.5581; -418.2878 hartree